1.
Here is a structure of composition C47H27BrCoF8N3O2SSb in a non-equilibrium geometry from the OMol25 dataset. Energies are from wB97M-V/def2-TZVPD.

Calculated values
**Highest occupied orbital energy (alpha / beta)**: -10.44 / -10.44 eV
**LUMO (alpha / beta)**: -0.107 / -0.264 Eh
**Energy relative to the best compared isomer or geometry (same formula, charge and spin)**: 0.0 kJ/mol
**Kohn-Sham gap (alpha / beta)**: 7.53 / 3.25 eV
**⟨S²⟩**: 6.04
**2S+1**: 5
**Charge**: +1

Last column: Löwdin spin population.
Geometry (Å):
Sb: 0.57 -2.24 -0.77  0.06
Br: 6.44 3.94 -0.49  0.00
Co: 1.05 -0.68 1.11  2.54
S: 0.74 -2.07 2.75  0.60
F: 0.01 1.21 -6.02  0.00
F: 0.61 -3.31 5.35  0.02
F: 1.12 -2.22 7.76  -0.01
F: 2.68 -7.49 -3.50  0.00
F: 2.26 1.86 5.71  -0.01
F: 1.75 0.41 7.97  0.03
F: 1.60 0.80 3.21  0.03
F: -4.97 -5.07 0.30  0.00
O: 3.09 0.14 1.04  0.04
O: 0.99 1.71 0.76  0.04
N: 0.22 4.56 1.24  0.00
N: -8.12 0.28 -2.35  0.01
N: 1.41 5.79 -0.21  0.00
C: -7.09 0.31 -1.79  0.00
C: 2.33 -6.36 -2.84  0.00
C: 0.54 -1.16 -2.67  0.01
C: 4.60 1.92 0.27  0.00
C: -1.75 6.18 1.53  0.00
C: 4.21 -0.80 0.95  0.00
C: 4.71 3.28 -0.05  0.00
C: -5.65 -0.07 0.17  0.00
C: 1.68 -4.01 -1.59  0.04
C: 1.56 -5.19 -0.90  0.00
C: -0.71 -0.37 0.66  0.12
C: -2.37 -3.22 -1.45  0.00
C: 0.10 0.42 -4.89  0.00
C: -4.36 -0.27 0.66  0.01
C: 1.52 0.04 4.35  0.06
C: -3.21 -0.07 -0.12  0.01
C: -0.30 -0.92 -4.92  0.00
C: 0.31 6.52 0.17  0.00
C: -5.80 0.30 -1.19  0.01
C: 1.53 -0.14 6.77  0.09
C: -3.58 -3.86 -1.17  0.00
C: -3.38 0.22 -1.54  0.01
C: 3.33 1.42 0.55  0.00
C: -0.15 7.72 -0.30  0.00
C: 1.78 -6.40 -1.58  0.00
C: 2.54 -5.15 -3.50  0.00
C: 0.92 0.18 -2.65  0.00
C: 2.36 3.63 0.29  0.00
C: 1.75 0.62 5.60  -0.01
C: 1.14 -1.28 4.23  0.09
C: -0.50 5.76 1.09  0.00
C: -1.42 -4.24 0.55  0.00
C: -0.07 -1.72 -3.78  0.00
C: 3.64 4.14 -0.04  0.00
C: 2.21 2.27 0.54  0.00
C: -1.43 8.15 0.07  0.00
C: -3.71 -4.60 0.00  0.00
C: 0.99 -2.00 5.39  0.08
C: -4.67 0.41 -2.03  0.00
C: 2.19 -3.95 -2.88  0.01
C: -1.90 -0.20 0.35  0.10
C: -2.64 -4.82 0.87  0.00
C: 1.33 4.63 0.42  0.00
C: -1.30 -3.41 -0.59  0.00
C: 0.69 0.99 -3.77  0.00
C: -2.19 7.42 1.01  0.00
C: 1.20 -1.47 6.65  -0.01
H: 5.46 1.27 0.29  0.00
H: -4.84 0.58 -3.11  0.00
H: -2.48 0.37 -2.15  0.00
H: 3.71 5.17 -0.34  0.00
H: -2.30 -2.57 -2.34  0.00
H: -4.45 -3.74 -1.84  0.00
H: 1.40 0.62 -1.76  0.00
H: 1.09 2.02 -3.75  0.00
H: 1.30 -5.19 0.18  0.00
H: -6.56 -0.18 0.78  0.00
H: -2.74 -5.43 1.79  0.00
H: 0.42 1.84 -0.03  0.00
H: 0.48 8.33 -0.94  0.00
H: 2.37 -2.98 -3.34  0.00
H: 3.84 -1.75 1.37  0.00
H: -0.55 -4.47 1.19  0.00
H: -1.87 9.04 -0.35  0.00
H: -4.21 -0.57 1.70  0.00
H: 1.67 -7.35 -1.04  0.00
H: -2.32 5.63 2.28  0.00
H: 2.95 -5.16 -4.49  0.00
H: 5.05 -0.46 1.59  0.00
H: -0.06 3.80 1.86  0.00
H: 4.54 -0.93 -0.09  0.00
H: -0.34 -2.78 -3.82  0.00
H: -0.81 -1.36 -5.77  0.00
H: -3.17 7.78 1.36  0.00



2.
Here is a structure of composition C47H28I4N6Pd from the OMol25 dataset. Energies are from wB97M-V/def2-TZVPD.

Calculated values
**Highest occupied orbital energy**: -7.34 eV
**LUMO**: -0.047 Eh
**Energy relative to the best compared isomer or geometry (same formula, charge and spin)**: 0.0 kJ/mol
**Kohn-Sham gap**: 6.05 eV

Last column: Löwdin charge in e.
Geometry (Å):
I: 7.00 4.55 -5.02  0.86
I: -7.34 -4.91 4.14  0.86
I: -6.76 5.98 -4.40  0.86
I: 6.57 -4.17 5.61  0.86
Pd: -0.16 0.43 0.21  1.06
N: 0.30 -2.46 -1.32  0.02
N: -2.16 0.46 0.13  0.00
N: 1.86 0.44 0.32  -0.02
N: -0.09 1.85 -1.21  0.00
N: -0.22 -1.00 1.63  0.00
N: 1.62 -2.42 -1.09  -0.02
C: 5.47 3.71 -3.88  -0.74
C: 4.03 3.78 -1.97  -0.02
C: 0.84 -1.55 2.28  -0.23
C: 2.35 1.97 -1.54  -0.07
C: 3.78 -1.25 4.04  -0.02
C: -5.52 -3.82 1.98  -0.14
C: 0.38 -2.62 3.14  0.02
C: 3.19 -1.90 2.96  -0.22
C: 3.44 2.58 -2.35  -0.22
C: 1.26 -4.46 -1.77  -0.09
C: -0.95 -2.71 2.97  0.01
C: -3.74 -2.21 2.27  -0.21
C: 2.17 -1.19 2.14  -0.08
C: -0.68 3.37 -2.82  0.01
C: -3.56 4.52 -1.87  -0.02
C: -4.38 0.07 0.61  0.01
C: -4.37 2.62 -3.08  -0.03
C: -3.01 -0.35 0.84  -0.22
C: -5.80 -3.76 3.34  -0.74
C: -4.50 -3.05 1.46  -0.02
C: 0.08 -3.70 -1.74  -0.18
C: -1.14 2.49 -1.78  -0.22
C: -2.49 2.30 -1.46  -0.07
C: -1.33 -1.68 2.04  -0.22
C: 3.58 -3.19 2.64  -0.02
C: -5.06 -2.93 4.17  -0.14
C: -4.03 -2.16 3.63  -0.03
C: -5.30 3.42 -3.72  -0.14
C: -4.49 5.33 -2.51  -0.14
C: -4.33 1.12 -0.24  0.01
C: 4.89 2.51 -4.28  -0.14
C: -2.65 -1.39 1.69  -0.07
C: -3.49 3.16 -2.14  -0.21
C: 4.75 -1.90 4.80  -0.14
C: 4.02 0.03 0.96  0.01
C: -2.94 1.35 -0.55  -0.22
C: 2.72 1.12 -0.50  -0.24
C: 5.12 -3.19 4.47  -0.74
C: 2.24 -3.59 -1.35  -0.12
C: -5.36 4.77 -3.43  -0.74
C: 3.88 1.96 -3.51  -0.02
C: 1.04 2.31 -1.85  -0.22
C: 4.55 -3.84 3.39  -0.14
C: 2.64 -0.25 1.22  -0.25
C: 5.04 4.35 -2.73  -0.14
C: 0.67 3.26 -2.87  0.02
C: 4.07 0.86 -0.11  0.01
H: 5.23 2.02 -5.18  0.09
H: 4.85 -0.38 1.53  0.12
H: 1.38 -5.49 -2.06  0.09
H: 4.95 1.27 -0.59  0.12
H: -5.24 -0.38 1.06  0.12
H: 5.49 5.28 -2.42  0.09
H: -1.63 -3.41 3.44  0.11
H: 4.85 -4.85 3.13  0.09
H: -1.31 3.99 -3.44  0.12
H: 1.01 -3.21 3.79  0.12
H: 3.42 1.02 -3.82  0.13
H: 3.69 4.28 -1.07  0.13
H: -4.28 -3.10 0.40  0.13
H: 3.30 -3.70 -1.22  0.11
H: 5.21 -1.40 5.64  0.09
H: 2.02 -1.55 -0.76  0.11
H: 3.49 -0.24 4.28  0.13
H: -2.88 4.95 -1.14  0.13
H: 3.13 -3.68 1.78  0.12
H: -5.15 1.70 -0.61  0.11
H: -4.32 1.56 -3.31  0.13
H: -6.10 -4.47 1.34  0.09
H: -3.46 -1.51 4.27  0.13
H: 1.35 3.76 -3.53  0.12
H: -5.28 -2.88 5.23  0.09
H: -5.98 2.98 -4.45  0.09
H: -0.93 -4.00 -1.99  0.09
H: -4.54 6.39 -2.28  0.09



3.
Here is a structure of composition C47H33Cl3F9NiO2P2Si in a non-equilibrium geometry from the OMol25 dataset. Energies are from wB97M-V/def2-TZVPD.

Calculated values
**Highest occupied orbital energy (alpha / beta)**: -4.55 / -4.63 eV
**LUMO (alpha / beta)**: 0.089 / 0.088 Eh
**Kohn-Sham gap (alpha / beta)**: 6.97 / 7.02 eV
**Charge**: -1

Last column: Löwdin charge in e.
Geometry (Å):
Ni: 0.67 0.10 0.62  0.04
Cl: 2.97 -3.29 1.74  0.71
Cl: 3.65 -6.52 -2.52  0.61
Cl: 0.18 -2.45 -2.79  0.77
P: -1.19 -1.09 1.20  1.09
P: 0.05 1.12 -1.34  1.11
Si: -0.22 1.88 1.73  0.68
F: 2.59 1.37 3.61  0.13
F: 3.00 2.70 -0.24  0.16
F: 4.24 -0.02 3.49  0.16
F: 4.62 2.12 3.47  0.14
F: 5.07 0.84 -0.44  0.15
F: 4.93 -0.80 0.96  0.15
F: 2.76 3.38 1.80  0.14
F: 6.08 0.96 1.48  0.14
F: 4.74 3.26 0.92  0.15
O: 1.17 -1.82 -0.02  -0.22
O: 2.59 0.42 1.09  -0.15
C: 0.13 2.91 -0.92  -0.37
C: -0.02 4.63 0.73  -0.10
C: 0.37 5.21 -1.57  -0.08
C: 1.06 1.35 -4.01  -0.12
C: -0.28 -2.07 5.03  -0.08
C: -2.50 0.11 1.66  -0.35
C: -0.32 -1.49 3.77  -0.08
C: 3.49 0.23 -3.28  -0.06
C: -0.06 3.27 0.41  -0.29
C: 2.50 0.41 -2.33  -0.09
C: -1.59 1.16 -2.16  -0.31
C: 3.63 1.14 1.46  -0.34
C: -2.00 -2.22 0.03  -0.33
C: 2.62 -3.68 0.09  -0.58
C: -3.53 -2.67 -1.77  -0.09
C: -2.11 1.44 1.82  -0.28
C: 2.00 -4.39 -2.50  -0.16
C: 1.70 -2.83 -0.59  -0.50
C: -1.02 -3.22 5.29  -0.10
C: 1.27 0.97 -2.69  -0.34
C: -1.84 -3.20 3.02  -0.08
C: -3.87 1.97 -2.14  -0.08
C: 0.34 3.87 -1.90  -0.07
C: 3.27 0.60 -4.59  -0.09
C: 1.40 -3.29 -1.91  -0.57
C: -4.42 2.02 2.27  -0.09
C: -2.61 1.91 -1.57  -0.08
C: 2.06 1.17 -4.96  -0.09
C: -3.02 -1.80 -0.82  -0.09
C: -1.79 -3.78 4.28  -0.09
C: 0.02 2.83 3.37  -0.20
C: 4.95 0.53 0.87  -0.53
C: -3.10 2.39 2.13  -0.10
C: 2.92 -5.13 -1.78  -0.70
C: 3.78 1.16 3.03  -0.52
C: -3.00 -3.95 -1.92  -0.10
C: 3.22 -4.78 -0.48  -0.15
C: -4.14 1.29 -3.31  -0.10
C: -1.11 -2.04 2.76  -0.31
C: -1.96 -4.35 -1.10  -0.10
C: -1.89 0.45 -3.32  -0.12
C: -3.15 0.52 -3.90  -0.09
C: -4.79 0.68 2.15  -0.09
C: 0.20 5.60 -0.24  -0.09
C: -1.46 -3.50 -0.13  -0.13
C: 3.54 2.64 0.98  -0.51
C: -3.83 -0.27 1.85  -0.09
H: -0.81 3.54 3.49  0.02
H: 0.54 5.96 -2.34  0.10
H: -4.11 -1.31 1.76  0.11
H: 1.73 -4.67 -3.51  0.10
H: -5.83 0.39 2.28  0.10
H: -0.98 -3.67 6.27  0.10
H: -5.12 1.36 -3.77  0.10
H: -2.36 -4.68 4.48  0.10
H: -4.64 2.57 -1.66  0.10
H: 2.65 0.10 -1.30  0.08
H: 3.93 -5.37 0.10  0.10
H: -3.43 -0.80 -0.74  0.09
H: -5.18 2.77 2.48  0.10
H: -1.13 -0.16 -3.79  0.07
H: -2.42 2.45 -0.65  0.09
H: 0.49 3.57 -2.93  0.09
H: 0.12 1.78 -4.32  0.10
H: -3.35 -0.04 -4.80  0.10
H: 1.89 1.47 -5.99  0.10
H: 4.04 0.43 -5.34  0.10
H: -3.39 -4.61 -2.68  0.10
H: 0.24 6.64 0.03  0.10
H: -4.34 -2.34 -2.41  0.10
H: 4.44 -0.21 -2.98  0.11
H: -1.52 -5.34 -1.22  0.11
H: -0.63 -3.81 0.49  0.11
H: 0.33 -1.63 5.81  0.10
H: 0.96 3.39 3.35  0.01
H: -2.82 3.43 2.24  0.10
H: -2.45 -3.64 2.25  0.10
H: 0.28 -0.61 3.55  0.09
H: -0.14 4.94 1.76  0.09
H: 0.03 2.17 4.23  0.02



4.
Here is a structure of composition C47H34N13OPbSSeTe in a non-equilibrium geometry from the OMol25 dataset. Energies are from wB97M-V/def2-TZVPD.

Calculated values
**Highest occupied orbital energy (alpha / beta)**: -1.97 / -2.28 eV
**LUMO (alpha / beta)**: 0.041 / 0.041 Eh
**Kohn-Sham gap (alpha / beta)**: 3.08 / 3.39 eV
**Charge**: -1

Last column: Löwdin charge in e.
Geometry (Å):
Pb: -1.05 0.31 -0.76  0.96
Te: -1.08 2.84 0.48  1.22
Se: -7.32 -0.89 -5.04  0.91
S: -0.10 6.02 1.01  0.90
O: 3.62 -1.23 3.61  0.11
N: -2.21 1.33 -2.16  -0.08
N: 0.33 -1.42 -0.75  -0.01
N: 0.53 1.33 -1.69  -0.14
N: -6.37 -1.84 -3.84  -0.31
N: -1.46 -0.72 3.47  -0.14
N: -6.16 0.46 -4.80  -0.31
N: -1.28 -0.40 1.31  -0.08
N: 2.19 -2.55 -1.02  -0.12
N: 1.25 -3.51 -0.86  0.14
N: 5.70 -0.72 4.24  0.11
N: -1.98 0.51 3.29  0.15
N: -2.44 -1.20 -1.10  -0.14
N: 4.86 -0.52 5.33  0.11
C: -1.36 -1.32 4.78  -0.08
C: -4.17 0.99 -3.51  -0.08
C: 2.61 2.58 -3.05  -0.06
C: -2.06 2.59 -2.66  -0.15
C: 4.31 -2.03 1.01  0.04
C: 2.25 -0.14 6.86  -0.02
C: -4.02 2.29 -4.03  0.00
C: 1.17 -1.10 4.93  0.04
C: -1.73 6.45 2.86  -0.24
C: -3.23 0.53 -2.56  -0.16
C: 5.81 -1.80 -0.87  -0.04
C: -0.02 -0.12 -3.49  -0.18
C: 1.62 -1.31 -0.96  -0.09
C: -4.41 -1.61 -2.43  -0.12
C: -1.94 5.13 2.44  -0.27
C: -5.33 -1.13 -3.38  -0.36
C: 1.26 2.31 -1.12  -0.27
C: 4.57 -2.21 -0.36  -0.19
C: -0.10 -0.91 5.51  -0.18
C: 6.47 -0.99 1.31  -0.02
C: -4.50 -2.89 -1.87  -0.01
C: 1.87 1.57 -3.66  -0.01
C: 3.57 -2.90 -1.27  -0.08
C: -3.55 -3.31 -0.93  -0.06
C: 0.14 -2.77 -0.72  -0.16
C: 1.00 0.02 7.46  -0.06
C: -2.96 3.09 -3.60  -0.06
C: 2.30 2.96 -1.75  -0.06
C: -1.11 4.74 1.41  -0.95
C: -1.87 -1.67 -3.09  -0.13
C: -1.08 -1.26 2.28  -0.11
C: -1.83 0.66 1.96  -0.37
C: -1.02 -0.65 -2.67  -0.18
C: -0.72 7.09 2.15  -0.47
C: 3.64 -0.81 4.91  -0.27
C: 4.93 -1.12 3.25  -0.27
C: 0.11 -0.67 -4.78  -0.05
C: 6.75 -1.19 -0.04  -0.06
C: -3.35 -0.76 -2.02  -0.29
C: -1.73 -2.20 -4.37  -0.03
C: 2.35 -0.70 5.58  -0.14
C: -2.52 -2.44 -0.56  -0.17
C: -5.21 0.14 -3.91  -0.36
C: -0.75 -1.70 -5.21  -0.10
C: 0.83 0.95 -2.96  -0.21
C: 5.24 -1.39 1.85  -0.13
C: -0.16 -0.36 6.79  -0.03
H: -2.84 4.09 -4.00  0.09
H: -1.38 -2.41 4.66  0.13
H: 3.42 3.07 -3.59  0.10
H: -1.24 3.21 -2.32  0.06
H: 3.76 -2.64 -2.32  0.13
H: -2.26 -1.03 5.34  0.13
H: -0.63 -2.11 -6.21  0.09
H: -2.64 -2.04 -2.41  0.05
H: 7.71 -0.87 -0.45  0.11
H: 2.86 3.74 -1.25  0.11
H: -0.65 -2.25 2.18  0.14
H: -5.29 -3.57 -2.16  0.11
H: 2.12 1.28 -4.67  0.10
H: 3.14 0.18 7.38  0.12
H: -0.83 -3.23 -0.59  0.08
H: -2.14 1.57 1.46  -0.16
H: -1.79 -2.76 0.17  0.06
H: 3.37 -2.37 1.43  0.13
H: -0.40 8.11 2.30  0.05
H: 0.94 0.47 8.45  0.11
H: -1.13 -0.20 7.28  0.11
H: -4.72 2.68 -4.77  0.11
H: 0.32 0.66 0.37  0.03
H: 0.86 -0.32 -5.47  0.08
H: -3.61 -4.30 -0.50  0.09
H: -2.29 6.92 3.65  0.09
H: -2.39 -2.99 -4.70  0.10
H: 2.18 -0.39 -1.07  0.15
H: 6.05 -1.95 -1.92  0.11
H: 3.68 -3.98 -1.17  0.14
H: 1.24 -1.54 3.93  0.12
H: 0.98 2.56 -0.10  -0.07
H: 7.21 -0.50 1.94  0.12
H: -2.69 4.48 2.89  0.09



5.
Here is a structure of composition C47H35AsCsIN4O3 from the OMol25 dataset. Energies are from wB97M-V/def2-TZVPD.

Calculated values
**Highest occupied orbital energy**: -1.82 eV
**LUMO**: 0.141 Eh
**Energy relative to the best compared isomer or geometry (same formula, charge and spin)**: 0.0 kJ/mol
**Kohn-Sham gap**: 5.65 eV
**Charge**: -2

Last column: Löwdin charge in e.
Geometry (Å):
Cs: -1.53 -2.01 -1.00  0.86
I: -1.00 -4.17 -4.52  0.82
As: 0.72 1.03 0.63  1.39
O: -1.98 2.11 0.24  -0.21
O: -5.47 -1.18 -0.68  -0.02
O: -1.40 -3.41 3.35  -0.05
N: -3.61 -0.12 0.26  0.01
N: 0.84 -2.43 0.92  0.03
N: -1.69 -1.56 1.94  0.01
N: -3.23 -0.09 -2.73  0.05
C: -4.49 -0.41 -0.69  -0.61
C: 1.65 -4.46 -5.88  -0.20
C: 1.59 5.69 0.10  -0.12
C: 2.96 -4.14 -6.26  -0.12
C: -2.99 -1.25 2.40  -0.23
C: 3.95 0.22 3.12  -0.04
C: 0.75 -1.61 -3.59  -0.17
C: 0.96 -3.63 -5.03  -0.66
C: 4.91 0.19 0.91  -0.10
C: 3.46 -0.96 -4.41  -0.09
C: 1.30 0.55 4.70  -0.04
C: 1.44 0.68 3.32  -0.20
C: 2.85 -2.14 -4.90  -0.19
C: -3.38 -1.50 3.73  -0.05
C: 2.70 0.51 2.57  -0.19
C: 0.80 5.26 1.16  -0.10
C: 3.67 0.47 0.36  -0.10
C: 2.76 -0.15 -3.56  -0.13
C: -0.92 1.14 3.11  -0.09
C: -1.06 1.01 4.49  -0.07
C: 1.35 -2.98 3.18  -0.02
C: -1.03 -2.54 2.53  -0.54
C: 2.57 0.65 1.18  -0.31
C: 2.69 -3.09 2.87  -0.08
C: -4.63 -1.14 4.22  -0.13
C: 1.08 2.96 0.49  -0.37
C: -2.99 0.51 -3.90  -0.14
C: -4.87 1.95 -3.62  -0.09
C: -3.78 1.54 -4.38  -0.09
C: 0.33 0.98 2.54  -0.32
C: 5.05 0.06 2.28  -0.11
C: -5.18 -0.24 2.09  -0.05
C: -4.25 0.31 -1.99  -0.23
C: 3.10 -2.90 1.56  -0.09
C: 0.05 0.72 5.28  -0.09
C: 0.45 -2.63 2.18  -0.21
C: 1.51 -2.44 -4.49  -0.30
C: -5.12 1.32 -2.41  -0.02
C: -1.79 2.55 -1.09  -0.18
C: -5.54 -0.52 3.39  -0.13
C: 2.14 -2.57 0.62  -0.15
C: 3.55 -3.00 -5.78  -0.07
C: 1.44 -0.48 -3.17  -0.20
C: 0.54 3.91 1.35  -0.09
C: 2.12 4.75 -0.77  -0.10
C: -3.92 -0.57 1.57  -0.22
C: 1.86 3.40 -0.58  -0.12
H: -2.54 1.29 0.23  0.03
H: -1.26 3.50 -1.06  0.07
H: 5.77 0.04 0.26  0.09
H: 2.41 -2.40 -0.42  0.11
H: -6.53 -0.24 3.75  0.08
H: 2.15 0.30 5.32  0.10
H: -5.95 1.60 -1.78  0.12
H: 0.37 5.99 1.84  0.09
H: -1.79 1.33 2.50  0.10
H: -5.87 0.25 1.42  0.10
H: -0.10 3.59 2.17  0.10
H: 3.50 -4.80 -6.93  0.09
H: 0.95 0.20 -2.47  0.03
H: 0.96 -3.15 4.18  0.11
H: 3.42 -3.33 3.64  0.10
H: 4.48 -0.72 -4.72  0.09
H: -3.54 2.01 -5.33  0.09
H: -5.51 2.75 -3.96  0.09
H: 1.18 -5.35 -6.27  0.07
H: 4.57 -2.74 -6.06  0.10
H: -1.18 1.84 -1.67  0.06
H: -0.08 0.60 6.35  0.09
H: -4.88 -1.36 5.26  0.08
H: 2.26 2.68 -1.29  0.09
H: 4.14 -2.97 1.26  0.10
H: -2.13 0.14 -4.45  0.11
H: 2.73 5.06 -1.61  0.09
H: -2.04 1.10 4.93  0.10
H: 3.22 0.76 -3.19  0.08
H: 3.55 0.52 -0.72  0.08
H: 4.06 0.10 4.19  0.10
H: 6.02 -0.17 2.71  0.09
H: 1.78 6.74 -0.04  0.09
H: -2.73 2.70 -1.62  0.07
H: -2.68 -2.00 4.38  0.09